Record 1
Here is 2 unconnected molecules or ions with the total composition C2H6NO2 from OMol25. Energies are from ωB97M-V/def2-TZVPD.

Last column: natural (NBO) charge in e.
Positions of all 11 atoms, in Å:
C1 0.7371 1.8296 0.5191  -0.411
N1 1.3952 0.6002 0.9491  -0.890
H1 0.2926 1.7391 -0.4765  0.198
H2 1.4818 2.6330 0.5045  0.153
H3 -0.0274 2.0916 1.2515  0.171
H4 0.7995 -0.2242 0.7871  0.416
H5 2.2591 0.4634 0.4465  0.326
O1 -0.5986 -1.4706 0.4031  -0.798
C2 -1.1180 -1.2585 -0.7156  0.634
O2 -0.8996 -0.3488 -1.5395  -0.785
H6 -1.9330 -1.9696 -1.0392  -0.014

Results
- HOMO (eV) = -4.152
- LUMO (eV) = 4.52
- charge = -1
- ΔE to the lowest compared entry with this formula, charge and spin (kcal/mol) = 12.6
- energy (eV) = -7757.72083
- multiplicity = 1
- gap between HOMO and LUMO (eV) = 8.67
- maximum force (eV/Å) = 0.546



Record 2
Here is a gas-phase ion, C2H6NO2 (charge +1) from OMol25. Energies are from ωB97M-V/def2-TZVPD.

Last column: natural (NBO) charge in e.
Positions of all 11 atoms, in Å:
C1 -0.7460 -0.4964 -1.1089  -0.533
C2 0.7164 0.4983 1.2972  -0.217
N1 0.3597 0.3976 -1.2857  0.535
O1 0.9827 0.8405 -0.2257  -0.240
O2 0.5273 0.8142 -2.4876  -0.133
H1 -1.3633 -0.2825 -0.1683  0.269
H2 -0.3363 -1.5563 -1.0324  0.295
H3 -1.3458 -0.5735 -2.0079  0.299
H4 0.0910 1.2919 1.6512  0.242
H5 1.6442 0.2674 1.8660  0.279
H6 -0.0234 -0.3462 1.0656  0.204

Results
- HOMO (eV) = -17.755
- LUMO (eV) = -7.13
- charge = +1
- ΔE to the lowest compared entry with this formula, charge and spin (kcal/mol) = 149.4
- energy (eV) = -7743.42777
- multiplicity = 1
- gap between HOMO and LUMO (eV) = 10.62
- maximum force (eV/Å) = 6.782



Record 3
Here is a single C2H6NO2P molecule from OMol25. Energies are from ωB97M-V/def2-TZVPD.

Last column: natural (NBO) charge in e.
Positions of all 12 atoms, in Å:
C1 0.0468 -0.8074 1.1890  0.697
C2 0.9363 -1.3947 0.1040  -0.717
N1 -0.4175 0.5352 0.9553  -1.089
O1 -0.3729 -1.4339 2.1015  -0.563
O2 -1.3749 1.2575 -1.5374  -0.991
P1 -0.3113 1.4617 -0.3505  1.581
H1 1.4403 -2.2757 0.4961  0.242
H2 1.5602 -0.5923 -0.1722  0.212
H3 0.0093 -1.6176 -0.5439  0.230
H4 -1.9950 0.4657 -1.3566  0.532
H5 0.9196 1.5740 -1.0499  -0.090
H6 -0.4409 2.8274 0.1647  -0.044

Results
- HOMO (eV) = -9.454
- LUMO (eV) = 0.36
- ΔE to the lowest compared entry with this formula, charge and spin (kcal/mol) = 30.0
- energy (eV) = -17044.46531
- multiplicity = 1
- gap between HOMO and LUMO (eV) = 9.82
- maximum force (eV/Å) = 3.121